No. 1
# CHCrF3NO5S2

A molecular structure, CHCrF3NO5S2 in a non-equilibrium geometry (ωB97M-V/def2-TZVPD, the Open Molecules 2025 dataset).

Last column: Löwdin charge in e.
Atoms and positions in Å:
O: 1.058 -0.939 -0.516  -0.454
Cr: 0.322 -2.271 0.669  0.820
H: -1.933 -2.594 -0.360  0.013
N: 0.584 1.003 1.167  -0.392
S: -0.786 0.252 1.886  0.673
O: -0.238 -1.192 2.150  -0.640
O: -0.860 0.958 3.202  -0.520
S: 1.089 0.548 -0.234  0.598
O: -1.027 -3.034 -0.300  -0.472
O: 2.413 1.096 -0.547  -0.325
C: 0.038 1.382 -1.541  -0.699
F: -1.175 0.847 -1.594  0.129
F: -0.093 2.670 -1.248  0.136
F: 0.609 1.273 -2.733  0.134

The value obtained for the lowest unoccupied orbital energy (spin up / spin down) is 2.66 / 2.46 eV. Its spin multiplicity is 5. As for the charge: -1. For the orbital gap (spin up / spin down), the calculation gives 6.88 / 7.64 eV.

***

No. 2
# C2H4N2O4S3

A single C2H4N2O4S3 molecule in a non-equilibrium geometry (ωB97M-V/def2-TZVPD, the Open Molecules 2025 dataset).

Last column: Löwdin charge in e.
Atoms and positions in Å:
C: 0.280 1.343 -0.546  -0.918
C: -0.178 -1.066 0.877  -0.779
N: -0.984 1.207 -1.403  -0.464
N: 0.505 -1.053 2.180  -0.512
O: -0.743 1.241 -2.583  0.005
O: 1.017 -2.085 2.483  0.032
O: -2.061 0.954 -0.910  0.090
O: 0.545 -0.031 2.845  0.073
S: 1.495 2.414 -1.303  0.725
S: -0.642 -2.807 0.540  0.823
S: 0.981 -0.334 -0.403  0.902
H: -0.011 1.780 0.542  0.145
H: -1.128 -0.447 0.889  0.091
H: 1.100 1.798 -2.592  -0.010
H: -0.178 -2.914 -0.616  -0.203

The value obtained for the lowest unoccupied orbital energy is -0.70 eV. For the orbital gap, the calculation gives 9.30 eV.

***

Relative energy (zero: lowest compared OMol25 entry of this formula, charge and spin) (computed, eV): 0.0000; 0.1964